{"formula": "C2H4N2O2", "method": "ωB97M-V with the def2-TZVPD basis set", "fmax_ha_per_bohr": 0.141, "homo_energy_ev": -10.252, "smiles": "[H]/N=C(\\N)OC=O", "gap_ev": 11.03, "elements": ["O", "N", "C", "H", "O", "H", "C", "H", "H", "N"], "xyz": [[0.2603, 0.9480, -0.7296], [1.4961, -1.0332, -0.9719], [-0.0761, 1.6277, 0.3898], [0.2090, 2.7438, 0.5179], [-0.6370, 1.1622, 1.4250], [-1.2541, -0.1601, 0.4729], [0.3700, -0.5042, -0.5455], [-0.8901, -1.8457, 0.4076], [1.5130, -2.0826, -0.8119], [-0.9912, -0.8559, -0.1544]], "atomic_forces_ev_per_a": [[0.8, 0.2, 1.3], [-3.7, 0.1, 2.0], [-0.9, 0.2, 3.8], [-0.2, -1.7, -1.4], [1.8, 1.4, -3.3], [-0.9, 1.1, 1.6], [0.0, -0.1, -1.5], [-0.7, 3.2, -1.8], [-0.3, 1.6, -0.3], [4.2, -5.9, -0.4]]}

{"formula": "C2H4N2O2", "method": "ωB97M-V with the def2-TZVPD basis set", "fmax_ha_per_bohr": 0.011, "homo_energy_ev": -9.786, "smiles": "NC(=O)C(N)=O", "gap_ev": 10.69, "elements": ["N", "H", "H", "H", "H", "O", "C", "O", "N", "C"], "xyz": [[1.6644, -0.1441, -0.5594], [-2.4851, 0.8004, 0.4329], [-1.9229, -0.8518, 0.2421], [2.4410, -0.7737, -0.6777], [1.7860, 0.8521, -0.6699], [0.2769, -1.7334, 0.3380], [0.5317, -0.5830, 0.0231], [-0.0890, 1.7278, 0.3268], [-1.7380, 0.1376, 0.3018], [-0.4649, 0.5681, 0.2423]], "atomic_forces_ev_per_a": [[0.0, -0.1, 0.1], [0.1, -0.1, 0.0], [0.0, 0.1, 0.1], [-0.1, 0.0, 0.0], [0.0, -0.1, 0.1], [0.0, 0.4, -0.2], [0.2, -0.2, 0.0], [-0.2, -0.5, -0.1], [0.1, 0.1, 0.0], [-0.1, 0.4, 0.0]]}

{"formula": "C2H4N2O2", "method": "ωB97M-V with the def2-TZVPD basis set", "fmax_ha_per_bohr": 0.021, "homo_energy_ev": -9.299, "gap_ev": 9.91, "elements": ["N", "H", "O", "H", "H", "C", "H", "N", "C", "O"], "xyz": [[-1.3701, -0.1993, -1.4110], [1.5968, 1.5231, -0.1127], [-0.6460, 1.0126, -1.2112], [1.7375, -0.0715, 0.6642], [-1.5522, -2.3750, -0.0677], [1.1156, 0.8187, 0.5644], [0.9835, 1.2900, 1.5399], [-0.1619, 0.4780, 0.0166], [-0.8149, -0.6684, -0.3276], [-0.8883, -1.8083, 0.3451]], "atomic_forces_ev_per_a": [[-0.2, -1.1, 0.1], [0.0, 0.0, 0.0], [0.5, 0.6, 0.2], [0.1, 0.0, 0.0], [0.0, 0.0, 0.0], [0.2, 0.0, 0.0], [0.1, 0.0, -0.1], [-0.6, -0.2, 0.4], [-0.1, 0.6, -0.5], [0.1, 0.0, 0.1]]}

{"formula": "C2H4N2O2", "method": "ωB97M-V with the def2-TZVPD basis set", "fmax_ha_per_bohr": 0.066, "homo_energy_ev": -9.896, "smiles": "N#[N+][O-].CC=O", "gap_ev": 10.90, "elements": ["N", "H", "O", "O", "H", "N", "H", "C", "C", "H"], "xyz": [[4.0199, 1.1188, -0.8459], [0.7771, -0.9911, -1.9510], [4.7677, -0.1838, 0.8459], [0.6537, -1.2362, 1.2138], [0.1961, -2.4255, -0.4020], [4.3493, 0.4522, -0.0262], [0.0016, 0.2159, -1.0528], [0.5697, -1.3886, 0.0493], [0.8185, -0.4145, -1.0396], [1.6503, 0.2426, -0.8192]], "atomic_forces_ev_per_a": [[-0.7, 0.7, -1.2], [0.7, 0.3, -0.5], [0.5, -1.4, 1.5], [0.3, 0.5, 1.7], [0.5, 1.3, 0.9], [0.3, 0.7, -0.3], [-2.1, 1.5, -0.1], [-1.0, -2.5, -2.1], [1.0, -0.9, 0.5], [0.4, -0.2, -0.4]]}

{"formula": "C2H4N2O2", "method": "ωB97M-V with the def2-TZVPD basis set", "fmax_ha_per_bohr": 0.082, "homo_energy_ev": -10.366, "smiles": "[H]/N=C\\CON=O", "gap_ev": 10.31, "elements": ["H", "N", "C", "O", "O", "H", "H", "N", "C", "H"], "xyz": [[-1.2031, 0.2807, 0.9217], [1.0280, -1.5597, -0.5149], [-0.1756, 0.1706, 0.8029], [-0.9426, 1.9899, -2.0071], [0.0060, 1.0941, -0.3107], [0.2405, 0.6368, 1.5966], [1.1511, -0.9644, -1.2719], [-1.1238, 1.1997, -1.1248], [0.4554, -1.1039, 0.5174], [0.5642, -1.7438, 1.3908]], "atomic_forces_ev_per_a": [[-2.1, -1.2, 0.7], [0.1, -1.2, 2.1], [-0.5, 1.3, -4.0], [-0.2, -1.8, 2.0], [0.6, 0.4, -0.5], [1.6, 1.4, 2.7], [-0.4, 1.7, -1.8], [0.5, 1.5, -1.3], [0.9, -1.9, -0.2], [-0.5, -0.2, 0.2]]}

{"formula": "C2H4N2O2", "method": "ωB97M-V with the def2-TZVPD basis set", "fmax_ha_per_bohr": 0.094, "homo_energy_ev": -9.739, "smiles": "[H]/N=C(\\N)OC=O", "gap_ev": 10.28, "elements": ["N", "O", "C", "H", "H", "H", "C", "N", "O", "H"], "xyz": [[-0.2173, -0.3972, -2.0775], [0.4886, 0.2723, 2.0034], [0.6677, 1.0609, 1.0472], [-0.6105, -1.3620, 0.9122], [1.1301, 2.0396, 1.0924], [-0.8435, -1.1295, -2.3855], [-0.1842, -0.3458, -0.7898], [-1.0420, -1.0243, 0.0393], [0.4795, 0.7176, -0.2857], [-1.5061, -1.8074, -0.6365]], "atomic_forces_ev_per_a": [[0.7, 0.4, 1.5], [0.5, 3.0, -3.3], [-0.6, -4.6, 1.6], [-0.6, 0.1, -0.6], [-0.2, 0.3, 0.1], [0.1, -0.2, -0.1], [-1.7, 0.2, -2.4], [-0.9, -3.0, -1.4], [1.2, 1.6, 1.7], [1.4, 2.2, 2.9]]}

{"formula": "C2H4N2O2", "method": "ωB97M-V with the def2-TZVPD basis set", "fmax_ha_per_bohr": 0.158, "homo_energy_ev": [-9.529, -8.378], "smiles": "C=C(N)[N+](=O)[O-]", "gap_ev": [8.55, 7.47], "elements": ["H", "N", "O", "C", "H", "O", "H", "H", "N", "C"], "xyz": [[-0.8481, -2.2691, -0.3654], [-0.3901, 1.3427, 0.0904], [1.8688, -1.2737, -0.1292], [-1.0526, -1.2445, -0.1044], [-1.3870, 1.3182, 0.2696], [2.1596, 0.8265, -0.0168], [-2.0634, -0.7523, -0.0515], [0.1991, 2.1156, 0.3220], [1.4140, -0.1544, -0.0445], [0.0998, 0.0909, 0.0299]], "atomic_forces_ev_per_a": [[0.4, 0.2, 0.1], [-0.6, -1.2, 0.0], [-0.4, -1.7, -0.1], [2.4, 6.1, 0.7], [0.4, 0.8, 0.0], [0.1, 1.3, 0.1], [1.1, -1.1, -0.1], [0.2, 0.2, 0.2], [2.8, 0.4, -0.1], [-6.4, -5.0, -0.7]]}

{"formula": "C2H4N2O2", "method": "ωB97M-V with the def2-TZVPD basis set", "fmax_ha_per_bohr": 0.008, "homo_energy_ev": -10.323, "smiles": "NC(=O)NC=O", "gap_ev": 10.89, "elements": ["H", "O", "C", "H", "N", "O", "N", "H", "H", "C"], "xyz": [[-0.3009, 2.6385, 0.0448], [0.2241, -2.7854, -0.3756], [0.2083, -1.7766, 0.2922], [-0.4865, 1.6532, -1.3522], [0.0382, -0.5420, -0.2918], [0.1923, 0.7386, 1.6008], [-0.1608, 1.7516, -0.4081], [0.3169, -1.7403, 1.3830], [-0.0586, -0.6087, -1.2946], [0.0270, 0.6713, 0.4015]], "atomic_forces_ev_per_a": [[0.0, -0.1, 0.0], [0.0, 0.3, 0.3], [0.0, -0.3, -0.1], [0.0, 0.0, 0.0], [0.0, -0.2, -0.1], [0.0, 0.0, -0.3], [0.0, 0.1, 0.0], [0.0, 0.0, -0.1], [0.0, 0.3, 0.0], [0.0, 0.0, 0.2]]}